[1]
Formula: C5H8N2
Source: OMol25
Level of theory: the ωB97M-V functional and the def2-TZVPD basis

The geometry in XYZ format:
```
15
Properties=species:S:1:pos:R:3:forces:R:3:mulliken_charge:R:1
C 0.2051 0.6215 -2.4313 0.4 0.0 0.3 -0.9431
C 0.2359 -0.0661 -1.0761 -0.9 0.9 0.6 0.6354
C -0.1420 -1.3286 -0.6076 -1.1 -0.5 0.5 -0.8791
C -0.5182 -1.2542 0.7449 2.2 1.9 -2.3 -0.3454
N -0.1655 0.0370 1.0316 0.1 -0.2 0.0 0.6370
C 0.1123 0.5895 2.3240 -0.4 0.3 0.8 -0.8543
N 0.2356 0.7524 -0.0443 0.1 0.3 1.4 -0.8718
H -0.1836 -0.0514 -3.1907 0.0 0.1 -0.1 0.3139
H 1.1719 1.0363 -2.7474 -0.1 -0.4 0.1 0.2417
H -0.4414 1.5075 -2.3181 0.0 -0.5 -0.2 0.2679
H -0.1776 -2.1489 -1.2389 -0.4 -1.6 -0.9 0.4241
H -0.8892 -1.9275 1.4819 0.0 -0.4 0.2 0.4374
H 0.4035 -0.1243 3.0853 0.2 -0.6 -0.3 0.3325
H -0.7626 1.0534 2.7506 -0.4 0.6 0.0 0.2822
H 0.9159 1.3033 2.2361 0.0 0.3 -0.1 0.3216
```
Positions in Å, forces in eV/Å.

Summary:
- LUMO level (Eh) = 0.03896
- energy relative to the best compared isomer or geometry (same formula, charge and spin) (kcal/mol) = 27.4
- DFT total energy (Eh) = -304.79181
- E_HOMO (eV) = -8.9

[2]
Formula: C24H43BrF3OP
Source: OMol25
Level of theory: the ωB97M-V functional and the def2-TZVPD basis

The geometry in XYZ format:
```
73
Properties=species:S:1:pos:R:3:forces:R:3:mulliken_charge:R:1
C -6.4366 2.7000 -2.3493 -0.8 0.1 -0.1 -0.7267
C -5.3383 3.5560 -3.2148 -0.5 -0.6 -1.1 -0.5129
C -3.7699 3.2029 -2.8934 -1.3 1.5 -1.4 -0.3651
Br -3.4523 1.2166 -2.9749 -0.2 1.2 0.0 -0.1459
P -3.0819 4.0342 -1.2967 0.8 1.0 0.6 -0.0430
C -2.9290 2.6472 0.0394 -0.2 -0.8 -0.1 -0.5932
C -2.2872 3.1578 1.4597 -1.3 -0.6 0.7 -0.0978
O -2.9271 4.3479 2.0420 0.1 -1.7 -0.2 -0.4991
C -2.5583 1.9193 2.5505 0.7 -0.8 -1.3 0.5442
F -4.0270 1.5732 2.6238 4.8 1.2 0.5 -0.2484
F -1.9747 2.2553 3.8743 -2.3 -1.8 -4.3 -0.2293
F -1.9172 0.7112 1.9093 -1.9 3.3 2.8 -0.2205
C -4.2974 5.4212 -0.6696 -3.5 2.9 1.6 0.4954
C -5.5833 5.1205 0.3268 0.4 4.3 -1.0 -0.2632
C -6.5463 6.3829 0.8520 2.8 0.6 -2.0 -0.5298
C -6.2527 7.9550 0.4136 2.8 -3.4 -1.6 -0.3468
C -4.9847 8.2463 -0.5992 -0.7 -3.8 1.3 -0.3420
C -4.0296 6.9825 -1.1213 -2.7 -0.8 2.3 -0.3743
H -7.1855 2.1439 -3.0899 1.7 1.2 1.6 0.2790
H -7.0883 3.4240 -1.6976 1.3 -1.4 -1.2 0.1864
H -5.9886 1.8809 -1.6439 -0.6 1.6 -1.4 0.1869
H -5.5190 3.2689 -4.3581 0.5 0.6 2.4 0.3723
H -5.5619 4.7219 -3.1506 0.8 -2.5 0.1 0.3285
H -3.1284 3.6652 -3.7878 -1.3 -1.2 2.1 0.4062
H -3.9829 2.1449 0.1221 2.1 0.7 0.4 0.3263
H -2.1574 1.8552 -0.4093 -1.8 1.8 0.9 0.2474
H -1.1210 3.3601 1.3149 -2.7 -0.5 0.6 0.2996
H -3.7510 4.1198 2.5686 1.4 0.1 -1.2 0.3558
H -5.8332 4.0272 0.6893 0.6 2.5 -0.9 0.4319
H -7.4614 6.1559 1.5811 2.3 0.5 -1.8 0.2547
H -6.9313 8.8301 0.8265 1.6 -2.1 -1.0 0.2928
H -4.7056 9.3480 -0.9403 -0.7 -2.7 0.8 0.2737
H -3.1057 7.2001 -1.8235 -2.1 -0.5 1.6 0.2561
C -2.0911 -2.1077 -0.2700 -0.1 0.2 0.1 -0.9282
C -0.6464 -2.0824 -0.7458 0.0 -0.1 -0.1 -0.2300
C -0.1424 -3.4489 -1.2160 0.1 0.0 0.0 -0.8708
C -0.1201 -4.5424 -0.1416 -0.2 0.0 0.1 -0.7996
C 0.7128 -4.2198 1.1019 0.0 -0.2 -0.1 -0.5306
C 2.1911 -4.0265 0.7977 0.1 0.1 0.2 -0.8323
H -2.2203 -2.7605 0.5986 0.0 0.1 -0.1 0.2986
H -2.4085 -1.1019 0.0221 -0.1 -0.1 0.0 0.1141
H -2.7575 -2.4547 -1.0660 0.0 0.0 0.1 0.3044
H -0.0049 -1.6883 0.0492 0.0 0.0 0.0 0.2270
H -0.5683 -1.3766 -1.5812 0.1 -0.1 0.1 0.3434
H 0.8626 -3.3274 -1.6339 0.0 0.0 0.0 0.3541
H -0.7723 -3.7931 -2.0454 0.0 0.0 0.1 0.4000
H 0.2619 -5.4650 -0.5960 0.0 0.1 0.1 0.3896
H -1.1463 -4.7661 0.1728 0.1 0.0 -0.1 0.3197
H 0.6108 -5.0493 1.8122 -0.1 0.1 -0.1 0.4005
H 0.3218 -3.3320 1.6077 0.0 0.0 0.0 0.2635
H 2.6147 -4.9224 0.3340 0.0 0.1 0.0 0.3185
H 2.7425 -3.8323 1.7237 0.0 0.0 -0.2 0.1809
H 2.3591 -3.1774 0.1288 0.0 -0.1 0.0 0.2728
C 5.7030 -2.9985 2.4656 0.0 0.1 0.2 -1.1687
C 6.0397 -2.5914 1.0391 -0.1 -0.1 -0.1 -0.4258
C 6.3121 -3.7844 0.1199 0.1 0.0 -0.1 -0.3446
C 7.5150 -4.6503 0.5119 0.0 0.0 0.2 -0.7868
C 8.8514 -3.9090 0.6047 0.0 -0.2 -0.1 -0.3850
C 9.2955 -3.3090 -0.7213 0.2 0.2 0.0 -1.1741
H 6.5335 -3.5275 2.9429 -0.1 0.0 0.0 0.3426
H 5.4858 -2.1114 3.0686 0.0 -0.1 0.0 0.3513
H 4.8212 -3.6466 2.4879 0.1 0.0 0.0 0.2235
H 6.8943 -1.9069 1.0448 0.0 0.0 0.0 0.3232
H 5.1949 -2.0239 0.6314 0.1 0.0 0.0 0.3484
H 6.4456 -3.4161 -0.9028 0.0 0.0 0.0 0.3375
H 5.4209 -4.4233 0.0945 0.0 0.1 0.0 0.1247
H 7.6088 -5.4624 -0.2197 0.0 0.1 0.1 0.3905
H 7.3168 -5.1362 1.4746 0.0 0.0 -0.1 0.3133
H 9.6188 -4.6180 0.9384 -0.1 0.1 0.0 0.3557
H 8.8050 -3.1250 1.3663 0.0 0.0 0.0 0.2363
H 9.3949 -4.0843 -1.4869 0.0 0.1 0.0 0.2886
H 10.2693 -2.8217 -0.6053 -0.1 0.0 -0.1 0.3741
H 8.5893 -2.5550 -1.0812 0.1 -0.1 0.0 0.2807
```
Positions in Å, forces in eV/Å.

Summary:
- LUMO level (Eh) = -0.01294
- DFT total energy (Eh) = -4230.04811
- E_HOMO (eV) = -8.4